No. 1
The following is a quantum chemistry calculation of a gas-phase ion, C10H10NS2 (charge +1) at a distorted geometry, from OMol25.

Last column: natural (NBO) charge in e.
Positions of all 23 atoms, in Å:
C  -2.2381  -1.8875  1.9491  -0.1635
C  -2.8702  -0.6347  2.3271  -0.1414
C  -0.9531  -1.8696  1.4569  -0.2141
C  -2.2571  0.5645  2.0578  -0.2285
C  -0.2079  -0.6705  1.3686  -0.0909
C  -0.9441  0.5949  1.5721  -0.1362
C  1.1849  0.6883  -1.6885  0.3322
C  1.8368  -1.1949  -0.0846  -0.2658
C  1.1037  -0.5463  1.0350  -0.0764
C  1.5896  2.1937  -3.9549  -0.7089
N  1.5206  -0.3657  -1.2979  -0.2824
S  -0.3053  1.9023  0.7280  0.0270
S  0.8728  2.2048  -2.2188  0.4486
H  -2.9856  -2.8031  2.1769  0.2608
H  -3.8703  -0.6778  2.7046  0.2358
H  -0.2239  -2.7190  1.4237  0.2313
H  -2.8246  1.5727  1.9428  0.2591
H  2.9341  -1.1467  -0.0291  0.2580
H  1.4991  -2.2183  -0.3292  0.2532
H  1.5940  0.2565  1.5928  0.2417
H  2.4525  1.5950  -3.7492  0.2296
H  1.9402  3.3016  -4.1040  0.2671
H  1.1518  1.8600  -4.8793  0.2635

Output
Strongest force on any atom, eV/A: 3.25
Frontier orbital gap (alpha / beta), eV: 6.62 / 6.34
Energy above the lowest of the compared OMol25 structures with the same formula, charge and spin, kcal/mol: 95.57
Total charge: +1


No. 2
The following is a quantum chemistry calculation of a molecular structure, C4H12ClF2NbO4P at a distorted geometry, from OMol25.

Last column: natural (NBO) charge in e.
Positions of all 25 atoms, in Å:
C  2.5327  -2.2152  0.6393  -0.6116
C  1.7751  -0.8944  0.6116  -0.4444
C  1.1624  -0.5426  -0.7421  -0.2025
F  1.1575  -1.6475  -1.6015  -0.3931
Nb  -1.0168  0.1742  -0.4878  1.8944
O  -1.3950  -1.6949  0.2512  -0.9690
F  -1.3433  -0.2560  -2.4149  -0.6080
C  -0.5186  2.3299  -1.0288  -0.5731
O  0.1458  3.1244  -0.0541  -0.2985
O  1.3460  2.4082  0.2363  -0.4746
P  -3.5836  0.6621  -0.3469  0.4767
O  -4.1084  0.3548  1.2190  -0.9956
Cl  -4.4960  -0.9054  -1.3896  -0.3460
H  3.5793  -2.0671  0.8364  0.1877
H  2.1689  -2.8561  1.4210  0.1942
H  2.4587  -2.7659  -0.2813  0.2268
H  2.4486  -0.0973  0.8630  0.2007
H  1.0198  -0.8949  1.3798  0.1935
H  1.7121  0.2411  -1.2317  0.1576
H  -0.7905  0.7109  1.2291  -0.4243
H  -1.1354  -1.7836  1.1784  0.4731
H  -1.3999  2.9000  -1.2612  0.2084
H  0.0799  2.2926  -1.9373  0.1810
H  1.6139  2.7734  1.0895  0.4597
H  -3.4133  0.6492  1.8223  0.4871

Output
Strongest force on any atom, eV/A: 4.16
Frontier orbital gap, eV: 5.80
Total charge: -1


No. 3
The following is a quantum chemistry calculation of a molecular structure, C34H33AgBrF4NOPSi2, from OMol25.

Last column: Löwdin charge in e.
Positions of all 78 atoms, in Å:
Ag  1.4065  0.2804  0.2678  0.4698
F  6.9922  1.1872  -1.0914  0.0922
C  5.6680  1.2887  -1.3245  -0.1426
C  5.2471  1.9842  -2.4475  -0.1470
F  6.1542  2.5321  -3.2811  0.0894
C  3.8937  2.0917  -2.6925  -0.2113
F  3.5074  2.7382  -3.8164  0.0661
C  2.9815  1.5281  -1.8191  -0.3647
P  1.1845  1.4025  -1.9757  1.0343
C  0.3998  3.0377  -2.1129  -0.3582
C  -0.5811  3.3371  -1.1735  -0.1679
C  -1.2365  4.5594  -1.2058  -0.0781
C  -0.9069  5.4961  -2.1732  -0.0931
C  0.0825  5.2112  -3.1062  -0.0896
C  0.7338  3.9877  -3.0763  -0.0883
C  0.9524  0.6311  -3.6207  -0.3419
C  1.7253  -0.4852  -3.9406  -0.0937
C  1.5396  -1.1507  -5.1420  -0.0908
C  0.5733  -0.7141  -6.0389  -0.1021
C  -0.2055  0.3896  -5.7237  -0.0882
C  -0.0208  1.0553  -4.5194  -0.0950
C  3.3804  0.7988  -0.6768  -0.1635
Br  1.2306  2.7372  1.6054  -0.1575
C  4.7390  0.7057  -0.4768  -0.2513
F  5.2740  0.0310  0.5710  0.0398
H  -0.7960  2.6245  -0.3883  0.0356
H  -1.9843  4.7854  -0.4566  0.1045
H  -1.4066  6.4564  -2.1907  0.0955
H  0.3511  5.9446  -3.8558  0.0964
H  1.4974  3.7682  -3.8101  0.0953
H  2.4810  -0.8287  -3.2429  0.1085
H  2.1509  -2.0125  -5.3773  0.0987
H  0.4285  -1.2322  -6.9785  0.0945
H  -0.9625  0.7358  -6.4159  0.0979
H  -0.6399  1.9079  -4.2744  0.1016
C  -2.2869  1.6090  2.4027  -0.0520
Si  -0.6744  -1.0207  0.4592  0.5593
C  -0.7518  -2.2179  -1.0033  -0.1997
C  -0.6264  -2.2552  1.8838  -0.3375
C  -1.6508  -3.1781  2.1421  -0.0955
C  -1.5039  -4.1316  3.1313  -0.0958
C  -0.3289  -4.1750  3.8835  -0.1000
C  0.6823  -3.2661  3.6322  -0.0972
C  0.5397  -2.2931  2.6294  -0.3187
Si  1.8521  -0.9892  2.2945  0.4726
C  3.4783  -1.8942  2.2250  -0.2132
C  1.8785  0.1302  3.7753  -0.2568
H  -2.4554  1.8497  3.4543  0.0818
H  -2.9949  2.1888  1.8068  0.0784
H  -1.2702  1.9053  2.1340  -0.0242
H  -1.7708  -2.6023  -1.1184  0.0381
H  -0.1055  -3.0558  -0.7343  0.0341
H  -0.3847  -1.8626  -1.9659  0.0050
H  -2.5707  -3.1390  1.5688  0.1038
H  -2.2978  -4.8435  3.3225  0.0938
H  -0.2124  -4.9150  4.6657  0.0928
H  1.5850  -3.3056  4.2311  0.0921
H  3.5636  -2.4733  3.1497  0.0220
H  4.3127  -1.2053  2.1684  0.0062
H  3.5386  -2.5768  1.3779  0.0314
H  2.0741  -0.5008  4.6493  0.0291
H  0.9256  0.6428  3.8963  0.0038
H  2.6469  0.8965  3.6917  0.0079
O  -1.7744  0.3986  -2.0473  -0.1068
C  -3.0195  0.7291  -1.4827  -0.1845
C  -3.2788  0.1946  -0.0870  -0.2665
C  -4.5526  0.2423  0.3620  -0.0779
C  -4.8646  -0.2179  1.7005  -0.1091
C  -3.8724  -0.3413  2.5827  -0.0611
C  -2.4986  0.1143  2.1694  -0.3821
N  -2.2584  -0.2453  0.7452  -0.0693
H  -1.7880  -0.5152  -2.3364  0.0581
H  -3.8397  0.4244  -2.1404  0.1228
H  -3.0355  1.8201  -1.4297  0.1200
H  -5.3348  0.5813  -0.3038  0.0983
H  -5.8854  -0.4742  1.9581  0.0914
H  -4.0273  -0.7120  3.5872  0.1008
H  -1.7571  -0.4256  2.7594  0.1094

Output
Strongest force on any atom, eV/A: 0.56
Frontier orbital gap, eV: 7.33
Energy above the lowest of the compared OMol25 structures with the same formula, charge and spin, kcal/mol: 0.00
Total charge: -1


No. 4
The following is a quantum chemistry calculation of a gas-phase ion, C5H13N2O (charge -1) at a distorted geometry, from OMol25.

Last column: natural (NBO) charge in e.
Positions of all 21 atoms, in Å:
N  -1.8715  -2.5494  -0.5250  -0.8374
C  -0.6393  -2.1495  0.1138  -0.2389
C  0.3576  -1.3013  -0.7078  -0.4169
C  0.2031  0.2328  -0.7263  -0.4234
C  0.5105  1.0356  0.5080  -0.0899
N  1.8947  1.3749  0.9066  -0.8789
C  -0.2076  2.5390  0.5429  0.0211
O  0.4622  3.4146  1.1978  -0.9250
H  -1.6341  -3.3801  -1.0502  0.3337
H  -2.1725  -1.8447  -1.2181  0.3541
H  0.0351  -2.9337  0.5329  0.1949
H  -1.1401  -1.5755  0.9778  0.1920
H  1.4600  -1.4792  -0.4396  0.2008
H  0.3406  -1.8176  -1.6626  0.1816
H  0.5895  0.7876  -1.5409  0.2050
H  -0.8579  0.2347  -0.8903  0.1799
H  0.1068  0.3795  1.3897  0.1349
H  2.2708  2.1598  0.4191  0.3538
H  1.8510  1.8159  1.8012  0.3745
H  -0.3504  2.6714  -0.6232  0.0122
H  -1.2087  2.3852  0.9940  0.0721

Output
Strongest force on any atom, eV/A: 3.76
Frontier orbital gap, eV: 6.21
Energy above the lowest of the compared OMol25 structures with the same formula, charge and spin, kcal/mol: 48.26
Total charge: -1


No. 5
The following is a quantum chemistry calculation of 3 unconnected molecules or ions with the total composition C6H14ClN2O2 at a distorted geometry, from OMol25.

Last column: natural (NBO) charge in e.
Positions of all 25 atoms, in Å:
Cl  3.0796  0.6879  2.6880  -0.9762
C  0.6964  -1.8759  -1.7572  -0.7158
C  1.6598  -1.3750  -0.6409  0.6724
O  2.0872  -2.1306  0.1661  -0.6130
N  2.0861  -0.1340  -0.6135  -0.6310
C  1.7798  0.9780  -1.4448  -0.4133
H  1.1483  -1.6580  -2.7249  0.2076
H  -0.2944  -1.4217  -1.7520  0.2087
H  0.5573  -2.9554  -1.6990  0.2332
H  2.6926  0.0716  0.1675  0.4567
H  2.6099  1.1229  -2.1363  0.1787
H  1.7478  1.9616  -0.9762  0.2101
H  0.8191  0.8802  -1.9504  0.1886
C  -2.5782  0.3739  -0.2784  -0.7190
C  -2.5343  -0.2704  1.1611  0.6767
O  -3.3009  -1.1641  1.5110  -0.6636
N  -1.5800  0.1145  1.9644  -0.5925
C  -0.5312  1.1845  1.8644  -0.4259
H  -1.7648  0.1360  -0.9639  0.2232
H  -2.6970  1.4521  -0.1709  0.2149
H  -3.5168  0.0404  -0.7212  0.2274
H  -1.4527  -0.4367  2.8010  0.4057
H  0.1761  0.9632  2.6637  0.2663
H  -0.8151  2.2319  1.9671  0.1806
H  -0.0745  1.2230  0.8755  0.1996

Output
Strongest force on any atom, eV/A: 3.77
Frontier orbital gap, eV: 7.23
Energy above the lowest of the compared OMol25 structures with the same formula, charge and spin, kcal/mol: 43.02
Total charge: -1


No. 6
The following is a quantum chemistry calculation of a molecular structure, C3H5CuO3 at a distorted geometry, from OMol25.

Last column: natural (NBO) charge in e.
Positions of all 12 atoms, in Å:
Cu  1.3982  0.4752  0.4933  1.2821
O  1.3353  -1.3500  -0.4335  -0.6295
O  -0.5528  -0.7692  0.4741  -0.5228
C  -1.6967  0.0960  0.2260  -0.0949
C  -1.1240  1.5035  0.0092  -0.1409
O  0.1685  1.3766  -0.5066  -0.6428
C  0.1081  -1.2443  -0.5857  0.6701
H  -2.1623  -0.2478  -0.7071  0.2035
H  -2.4051  0.0136  1.0558  0.2452
H  -1.1928  2.0752  0.9517  0.1863
H  -1.7851  2.0269  -0.7030  0.2412
H  -0.4554  -1.7148  -1.4053  0.2025

Output
Strongest force on any atom, eV/A: 2.40
Frontier orbital gap (alpha / beta), eV: 10.29 / 7.82
Energy above the lowest of the compared OMol25 structures with the same formula, charge and spin, kcal/mol: 25.17
Total charge: +1
Multiplicity: 2
⟨S²⟩: 0.756